Entry from the OMol25 dataset: a molecular structure, C41H42MnN5OP (wB97M-V/def2-TZVPD).

Geometry as ORCA input:
```
! RIJCOSX wB97M-V def2-TZVPD def2/J DEFGRID3
* xyz 2 4
Mn 0.12016 -0.24729 0.16844
C 2.17931 -0.19914 3.70952
C 2.66383 0.56831 2.47022
C 3.03189 -0.29445 1.26725
N 2.03112 -0.41895 0.18089
C 2.53424 -0.80290 -1.03036
C 3.75780 -1.44802 -1.17309
C 4.45262 -1.86130 -2.30938
C 4.20719 -1.58563 -3.63528
C 3.17019 -0.79256 -4.11848
C 2.07292 -0.28181 -3.45756
C 1.64640 -0.46532 -2.13073
N 0.40984 -0.16626 -1.71797
C -0.52602 0.59046 -2.53960
C -0.34693 2.10551 -2.29270
C 0.52566 2.42670 -1.07990
N 0.08131 1.71068 0.12094
C -0.10778 2.32208 1.31269
C 0.21884 3.65550 1.56005
C -0.16411 4.49498 2.59786
C -1.03908 4.24965 3.63831
C -1.61317 3.02464 3.94316
C -1.36080 1.77558 3.40411
C -0.54789 1.38392 2.33182
N -0.21078 0.10768 2.05239
C -0.22511 -0.87783 3.13502
C 1.18975 -1.32984 3.45335
H 1.78464 0.51114 4.44153
H 3.06058 -0.64279 4.18021
H 3.57348 1.10020 2.75648
H 1.97200 1.34650 2.15491
H 3.34138 -1.28947 1.60993
H 3.90491 0.15209 0.78231
H 4.25753 -1.68813 -0.24413
H 5.34466 -2.43978 -2.10128
H 4.91656 -1.96504 -4.35823
H 3.20694 -0.55680 -5.17571
H 1.40665 0.29636 -4.08176
H -1.53694 0.27587 -2.28158
H -0.39674 0.33793 -3.59117
H -1.32627 2.57166 -2.16531
H 0.10163 2.58554 -3.16387
H 0.47576 3.50154 -0.91320
H 1.57545 2.18380 -1.27341
H 0.85038 4.11986 0.81579
H 0.23577 5.50028 2.53904
H -1.29826 5.08624 4.27210
H -2.32156 3.02214 4.76249
H -1.88372 0.96696 3.89672
H -0.86539 -1.72804 2.87656
H -0.65210 -0.42610 4.02972
H 1.57174 -1.93898 2.63455
H 1.14192 -1.99398 4.31898
O -2.57341 0.98457 0.05212
N -2.03363 -0.29507 0.01867
C -2.97379 -1.15144 0.13013
C -2.91649 -2.61474 0.11985
C -4.17410 -3.22633 0.14350
C -4.29933 -4.60195 0.04967
C -3.16128 -5.38206 -0.08731
C -1.91070 -4.78442 -0.10789
C -1.77028 -3.40510 0.01359
P -0.08177 -2.74907 -0.03526
C 0.82239 -3.70346 1.19755
C 2.21827 -3.68904 1.16495
C 2.94984 -4.34438 2.14057
C 2.29089 -5.00438 3.17033
C 0.90554 -5.00842 3.21815
C 0.16836 -4.36082 2.23626
C 0.39304 -3.35430 -1.69012
C -0.42816 -2.93694 -2.74193
C -0.22526 -3.41024 -4.02350
C 0.79997 -4.31768 -4.27277
C 1.59808 -4.75689 -3.23151
C 1.39237 -4.28572 -1.93857
H -1.78896 1.55550 -0.05397
H -3.97038 -0.72420 0.22033
H -5.05994 -2.61131 0.22440
H -5.27782 -5.05967 0.06927
H -3.24302 -6.45558 -0.18149
H -1.02998 -5.40506 -0.22115
H 2.73762 -3.15322 0.38266
H 4.03062 -4.33823 2.10174
H 2.85934 -5.51533 3.93502
H 0.39217 -5.52088 4.01934
H -0.91165 -4.37696 2.28838
H -1.24935 -2.25508 -2.55693
H -0.87521 -3.08822 -4.82590
H 0.95540 -4.69767 -5.27286
H 2.37581 -5.48588 -3.41368
H 2.00691 -4.67450 -1.14046
*
```

Calculated values
HOMO-LUMO gap (alpha / beta)	0.2279 / 0.2387	hartree
F_max	0.66	eV/A
DFT total energy	-3428.36308	a.u.
<S²>	3.865

Entry from the OMol25 dataset: a molecular structure, C41H42N6OTeV at a distorted geometry (wB97M-V/def2-TZVPD).

Geometry as ORCA input:
```
! RIJCOSX wB97M-V def2-TZVPD def2/J DEFGRID3
* xyz 2 4
V 1.94509 0.87945 -0.19833
C 2.87709 1.23995 -3.11673
N 3.58419 1.30885 -1.83033
C 4.22599 2.60625 -1.53923
C 3.40599 3.33905 -0.53173
N 2.53519 2.68835 0.20947
C 1.94019 3.61985 1.02357
C 0.92729 3.46765 1.96037
C 0.52739 4.59585 2.64617
C 1.10879 5.84405 2.39737
C 2.09689 6.01295 1.44677
C 2.50849 4.88115 0.75767
N 3.43409 4.66025 -0.24273
C 1.44849 1.61105 -2.89113
N 0.97999 1.75445 -1.66623
C -0.34411 2.12645 -1.79253
C -1.27541 2.55075 -0.84233
C -2.54651 2.84175 -1.29943
C -2.89851 2.70855 -2.64463
C -1.96741 2.37205 -3.60463
C -0.67901 2.11415 -3.16243
N 0.48799 1.80275 -3.82593
H 2.92519 0.21285 -3.50403
H 3.32289 1.89695 -3.88193
H 4.31419 0.59735 -1.83063
H 4.35469 3.21075 -2.44783
H 5.22229 2.42955 -1.11303
H 0.51519 2.48235 2.14107
H -0.24431 4.52445 3.39667
H 0.77909 6.69865 2.96897
H 2.52659 6.98145 1.25737
H 4.04379 5.35315 -0.64943
H -0.98791 2.72275 0.18927
H -3.29141 3.19935 -0.60723
H -3.91641 2.90335 -2.94083
H -2.21961 2.33675 -4.65033
H 0.58239 1.73135 -4.82713
C -5.26891 -2.05545 -3.43923
C -4.13191 -1.57975 -2.59803
C -2.82061 -1.63145 -3.04563
C -1.75091 -1.24135 -2.25033
C -0.37591 -1.34755 -2.83853
C -2.00041 -0.79855 -0.94623
Te -0.53471 -0.20665 0.49897
N 1.03409 -1.17995 -0.28043
C 2.00829 -1.05975 0.58937
O 2.00569 -0.10165 1.43267
C 3.03629 -2.13065 0.56137
C 3.84719 -2.31715 -0.55233
C 4.68839 -3.41415 -0.61983
C 4.70599 -4.33745 0.41327
C 3.88219 -4.16645 1.51277
C 3.05309 -3.06055 1.59777
C -0.94571 -1.57355 2.08337
C -1.26481 -2.91375 1.88237
C -1.21821 -3.52485 0.52177
C -1.64311 -3.67045 2.98607
C -1.71251 -3.12605 4.25977
C -2.14271 -3.93915 5.43657
C -1.36261 -1.78855 4.43167
C -0.98251 -1.00055 3.36117
C -0.59371 0.43375 3.56247
C -3.32281 -0.65045 -0.51223
C -3.65471 -0.07665 0.82567
C -4.36241 -1.05625 -1.33303
H -4.92361 -2.68485 -4.25543
H -5.80321 -1.20295 -3.85943
H -5.97361 -2.62025 -2.83203
H -2.61451 -2.00965 -4.03593
H -0.40091 -1.08955 -3.89663
H -0.01141 -2.37165 -2.75553
H 0.32379 -0.69865 -2.31803
H 3.79259 -1.60225 -1.37033
H 5.31899 -3.56565 -1.48213
H 5.35249 -5.19795 0.35227
H 3.87819 -4.90395 2.29987
H 2.39819 -2.92745 2.44687
H -0.52701 -2.97455 -0.12073
H -2.20951 -3.51355 0.06937
H -0.90281 -4.56305 0.57677
H -1.89511 -4.70955 2.84307
H -2.42921 -4.94595 5.14247
H -2.98641 -3.46015 5.93447
H -1.33481 -4.01045 6.16577
H -1.39781 -1.36305 5.42317
H -0.58161 0.68245 4.62217
H -1.31151 1.10165 3.06897
H 0.41339 0.59735 3.16207
H -2.74171 0.18675 1.36187
H -4.21791 -0.79035 1.42317
H -4.26021 0.82045 0.71027
H -5.37551 -0.97485 -0.97133
*
```

Calculated values
HOMO-LUMO gap (alpha / beta)	0.2929 / 0.3080	hartree
F_max	2.76	eV/A
DFT total energy	-3202.93483	a.u.
<S²>	3.761
energy above the lowest of the compared OMol25 structures with the same formula, charge and spin	36.40	kcal per mole

Entry from the OMol25 dataset: a molecular structure, C41H43CaN7O6S at a distorted geometry (wB97M-V/def2-TZVPD).

Geometry as ORCA input:
```
! RIJCOSX wB97M-V def2-TZVPD def2/J DEFGRID3
* xyz -2 1
Ca -0.71744 0.05691 -0.91830
N -1.19814 -0.37679 3.52190
C -0.79404 -0.50419 2.21780
N -1.42954 -0.01619 1.23020
C -2.61694 0.65141 1.40810
N -3.29114 1.11951 0.36800
N -2.72614 0.85021 -0.79790
C -3.27534 1.24141 -1.91430
C -2.62884 0.93501 -3.13400
C -3.12024 1.42631 -4.36850
C -2.46314 1.12381 -5.53300
C -1.31064 0.33161 -5.47380
C -0.88304 -0.09519 -4.22290
N -1.50564 0.17421 -3.09590
C -3.14444 0.78761 2.74290
C -4.38394 1.37421 3.01960
C -4.85644 1.45121 4.31880
C -4.07944 1.00301 5.37140
C -2.84324 0.40411 5.12160
C -2.39244 0.26561 3.81960
H -0.71254 -0.88929 4.24370
H 0.11866 -1.05149 2.03510
H -4.20934 1.81121 -1.93590
H -4.00914 2.04591 -4.36960
H -2.81764 1.50241 -6.48540
H -0.76234 0.07391 -6.36960
H 0.02276 -0.68559 -4.12870
H -4.96094 1.73261 2.18250
H -5.83254 1.87671 4.51170
H -4.43184 1.08711 6.39070
H -2.23734 0.04791 5.94590
C 3.73326 2.98631 3.68790
O 2.96976 4.06971 3.22090
C 2.11036 3.83611 2.17820
C 1.56566 4.98361 1.57190
C 0.70736 4.84161 0.51670
C 0.37106 3.59071 -0.02510
C -0.48814 3.44681 -1.17300
C -1.44584 4.57901 -1.53420
O -0.52014 2.43261 -1.86640
C 0.93766 2.40251 0.56660
O 0.72166 1.22841 0.14760
C 1.77166 2.59651 1.70860
H 4.45326 3.41171 4.38440
H 4.26306 2.49251 2.87070
H 3.11216 2.25341 4.21080
H 1.86286 5.95531 1.93600
H 0.32306 5.74301 0.05750
H -1.03614 5.56741 -1.35200
H -2.34694 4.45751 -0.93190
H -1.71654 4.48321 -2.58430
H 2.16956 1.69971 2.15620
N 2.15246 0.77921 -2.37730
C 3.49506 0.71701 -2.02850
C 3.89796 0.24391 -0.77790
C 5.24276 0.10391 -0.48490
C 6.20046 0.43441 -1.42120
C 5.81996 0.90801 -2.65890
C 4.47806 1.05761 -2.96080
S 7.95916 0.26121 -1.04560
O 8.49626 1.62431 -1.13080
O 8.02766 -0.31259 0.30190
O 8.47576 -0.62869 -2.09170
H 1.51396 0.92951 -1.60010
H 1.96146 1.40861 -3.14680
H 3.14306 0.02131 -0.03520
H 5.58246 -0.28019 0.46670
H 6.59016 1.14561 -3.37790
H 4.16586 1.44881 -3.92230
C 1.58556 -2.48139 -1.47730
C 1.32546 -3.66509 -0.55510
C 0.78256 -4.86849 -1.34790
C 0.34416 -3.39159 0.55830
C 0.60756 -3.83709 1.82990
C -0.39264 -3.94059 2.79300
C -1.70864 -3.76969 2.37450
C -2.02584 -3.31049 1.11800
C -3.43744 -3.45509 0.59800
C -4.01874 -2.16559 0.02870
C -3.43324 -4.55339 -0.47350
C -0.97134 -2.86069 0.21650
N -1.16994 -2.10489 -0.79350
H 2.31836 -2.73679 -2.24180
H 1.96656 -1.63949 -0.90710
H 0.65306 -2.17959 -1.95530
H 2.27946 -3.96969 -0.10490
H -0.16794 -4.61109 -1.81450
H 0.61246 -5.71039 -0.67530
H 1.48446 -5.18199 -2.12140
H 1.61866 -4.14529 2.07640
H -0.16244 -4.25859 3.80100
H -2.51614 -4.03769 3.05200
H -4.07664 -3.80259 1.42340
H -3.29994 -1.74229 -0.67180
H -4.19144 -1.43869 0.81950
H -4.95694 -2.35499 -0.49280
H -2.88164 -4.20429 -1.34090
H -4.45004 -4.80329 -0.77280
H -2.94654 -5.45399 -0.10060
*
```

Calculated values
HOMO-LUMO gap (alpha / beta)	0.2307 / 0.1810	hartree
F_max	2.63	eV/A
DFT total energy	-3498.82732	a.u.
energy above the lowest of the compared OMol25 structures with the same formula, charge and spin	32.79	kcal per mole

Entry from the OMol25 dataset: a molecular structure, C41H43N9S3SeV at a distorted geometry (wB97M-V/def2-TZVPD).

Geometry as ORCA input:
```
! RIJCOSX wB97M-V def2-TZVPD def2/J DEFGRID3
* xyz 1 3
V -0.20744 1.22789 -0.81320
C 6.22983 4.01342 -0.73007
C 4.99530 3.16127 -0.62880
C 5.05072 1.78547 -0.85380
C 3.91422 1.01535 -0.77459
C 2.66790 1.56207 -0.44170
N 1.53893 0.70973 -0.37018
C 1.79739 -0.62080 0.10481
C 2.63621 -0.80093 1.19953
C 3.07314 -2.05678 1.57258
C 2.68099 -3.18461 0.85797
C 3.18966 -4.55800 1.19290
C 1.76717 -3.01722 -0.17127
C 1.31027 -1.75902 -0.53826
N 0.33170 -1.70291 -1.58218
C 0.03172 -2.67786 -2.46451
C -1.05355 -2.27059 -3.19950
C -1.36423 -1.01232 -2.68756
N -0.53530 -0.67648 -1.70890
C 2.60789 2.94020 -0.22639
C 3.76391 3.71579 -0.33935
N 1.41114 3.63734 0.16546
C 1.35141 4.85034 0.75195
C 0.03122 5.15701 0.97486
C -0.66691 4.05260 0.49742
N 0.16640 3.13382 0.02288
H 7.07778 3.52648 -0.24890
H 6.08306 4.98537 -0.26099
H 6.50157 4.18399 -1.77375
H 5.99595 1.31668 -1.09959
H 3.96831 -0.04298 -0.98627
H 2.95376 0.07376 1.75155
H 3.72959 -2.16358 2.42750
H 3.91476 -4.52207 2.00461
H 3.67240 -5.01522 0.32793
H 2.36900 -5.20970 1.49573
H 1.38529 -3.89552 -0.67337
H 0.61160 -3.58088 -2.51944
H -1.55182 -2.81162 -3.98349
H -2.15736 -0.34503 -2.98451
H 3.70397 4.78622 -0.20507
H 2.23957 5.40314 0.99312
H -0.36561 6.04951 1.42410
H -1.72857 3.87170 0.50513
C -0.33766 3.42170 -5.63353
N -1.44769 3.18419 -4.71669
C -2.76231 3.51399 -4.97075
C -3.48038 3.12057 -3.91457
N -2.60507 2.53052 -2.99349
C -1.32474 2.58521 -3.51759
S 0.21929 2.07188 -2.98562
C -3.11375 1.99975 -1.75229
C -4.47057 1.89792 -1.53753
C -4.90886 1.41808 -0.29941
C -4.00869 1.08366 0.68365
C -2.65639 1.21067 0.39092
N -2.23868 1.62616 -0.82178
H -0.66692 4.13504 -6.38306
H -0.03824 2.48914 -6.10883
H 0.50700 3.82521 -5.08112
H -3.06478 4.00511 -5.87828
H -4.52912 3.23471 -3.73125
H -5.19485 2.16718 -2.28658
H -5.97171 1.31564 -0.12522
H -4.30619 0.70911 1.65123
H -1.90467 1.00116 1.14255
C -2.18080 -7.37370 -0.59206
C -2.03756 -5.95315 -0.11442
C -1.23670 -5.63389 0.97359
C -1.12403 -4.33176 1.45549
C -0.32805 -4.08417 2.70658
C -1.79914 -3.28656 0.80230
Se -1.58353 -1.48828 1.42675
C -2.63269 -3.60045 -0.28436
C -3.46772 -2.55302 -0.97501
C -2.73898 -4.91778 -0.71850
H -1.32802 -7.98101 -0.28825
H -2.26446 -7.42188 -1.67848
H -3.07737 -7.83923 -0.17634
H -0.69436 -6.42667 1.48141
H 0.17705 -4.99661 3.02777
H -0.98520 -3.75075 3.51299
H 0.40108 -3.28818 2.56908
H -2.98475 -1.58016 -0.92899
H -4.43928 -2.45134 -0.48108
H -3.64819 -2.82678 -2.01704
H -3.39965 -5.14187 -1.55191
S 0.46711 1.54060 2.74373
C 0.51869 1.87570 4.36599
N 0.01487 1.09689 5.32448
C -0.05236 1.63234 6.67559
C 1.03857 2.70153 6.75382
S 1.24939 3.30340 5.05025
H -0.49326 0.27050 5.04077
H 0.12080 0.83882 7.40038
H -1.03821 2.06460 6.86464
H 1.98395 2.29162 7.10282
H 0.74484 3.52962 7.39280
*
```

Calculated values
HOMO-LUMO gap (alpha / beta)	0.1767 / 0.1892	hartree
F_max	1.37	eV/A
DFT total energy	-6620.85009	a.u.
<S²>	2.088
energy above the lowest of the compared OMol25 structures with the same formula, charge and spin	35.23	kcal per mole